(1)
Formula: C53H58O3
Source: OMol25
Level of theory: ωB97M-V/def2-TZVPD

Positions of all 114 atoms, in Å:
C  3.718  3.260  -1.216
C  3.746  4.884  -1.206
C  2.490  5.451  -0.338
C  1.265  5.534  -1.392
O  -0.045  5.497  -0.761
C  -0.791  4.414  -1.284
O  -1.074  4.245  -2.479
O  -1.251  3.450  -0.343
H  4.178  2.907  -0.224
H  2.682  2.832  -1.403
H  4.432  2.937  -2.053
H  3.586  5.322  -2.259
H  4.734  5.233  -0.765
H  2.768  6.520  -0.033
H  2.270  4.788  0.558
H  1.458  6.450  -2.037
H  1.374  4.621  -2.068
H  -0.472  2.882  -0.135
C  1.564  -1.128  0.648
C  1.148  -2.407  0.294
C  0.244  -2.582  -0.749
C  -0.237  -1.477  -1.445
C  0.181  -0.198  -1.094
C  1.079  -0.023  -0.044
H  2.266  -0.992  1.464
H  1.528  -3.270  0.832
H  -0.085  -3.579  -1.021
H  -0.938  -1.614  -2.261
H  -0.193  0.663  -1.638
H  1.401  0.976  0.234
C  4.374  1.685  -6.653
C  5.083  0.658  -6.038
C  4.568  0.037  -4.905
C  3.338  0.436  -4.392
C  2.626  1.460  -5.009
C  3.146  2.088  -6.137
H  4.777  2.172  -7.534
H  6.039  0.343  -6.442
H  5.125  -0.759  -4.422
H  2.934  -0.053  -3.511
H  1.666  1.770  -4.610
H  2.593  2.890  -6.615
C  -1.503  -3.614  4.143
C  -0.381  -3.066  3.528
C  0.881  -3.265  4.078
C  1.023  -4.021  5.238
C  -0.098  -4.572  5.851
C  -1.361  -4.365  5.306
H  -2.486  -3.456  3.716
H  -0.491  -2.482  2.620
H  1.755  -2.832  3.603
H  2.008  -4.180  5.664
H  0.013  -5.163  6.754
H  -2.236  -4.791  5.786
C  -5.551  -1.869  0.588
C  -5.023  -0.666  0.130
C  -3.658  -0.419  0.239
C  -2.820  -1.379  0.797
C  -3.347  -2.583  1.251
C  -4.714  -2.828  1.151
H  -6.616  -2.061  0.506
H  -5.676  0.080  -0.311
H  -3.247  0.522  -0.112
H  -1.755  -1.188  0.877
H  -2.694  -3.332  1.684
H  -5.125  -3.764  1.510
C  10.048  5.159  0.260
C  9.948  5.819  -0.960
C  8.815  5.654  -1.750
C  7.777  4.836  -1.315
C  7.876  4.178  -0.094
C  9.013  4.336  0.692
H  10.933  5.285  0.874
H  10.754  6.463  -1.296
H  8.740  6.165  -2.705
H  6.892  4.711  -1.929
H  7.066  3.540  0.246
H  9.092  3.818  1.642
C  -5.196  -4.363  7.110
C  -6.055  -4.726  8.142
C  -6.188  -3.906  9.258
C  -5.469  -2.717  9.336
C  -4.612  -2.352  8.302
C  -4.473  -3.177  7.191
H  -5.090  -5.005  6.241
H  -6.621  -5.650  8.078
H  -6.852  -4.192  10.066
H  -5.576  -2.075  10.204
H  -4.053  -1.425  8.363
H  -3.801  -2.895  6.387
C  -10.172  -0.175  3.309
C  -10.795  0.759  2.487
C  -10.067  1.407  1.494
C  -8.719  1.114  1.316
C  -8.097  0.176  2.135
C  -8.823  -0.465  3.134
H  -10.739  -0.678  4.085
H  -11.848  0.984  2.621
H  -10.551  2.141  0.858
H  -8.152  1.615  0.538
H  -7.047  -0.054  1.995
H  -8.336  -1.192  3.776
C  4.075  -2.629  -7.315
C  3.859  -3.953  -7.683
C  2.632  -4.337  -8.214
C  1.623  -3.395  -8.386
C  1.840  -2.069  -8.021
C  3.064  -1.687  -7.482
H  5.031  -2.330  -6.898
H  4.648  -4.687  -7.555
H  2.462  -5.371  -8.495
H  0.668  -3.693  -8.804
H  1.054  -1.334  -8.157
H  3.231  -0.656  -7.193

## Properties
**HOMO**: -9.16 eV
**Lowest unoccupied orbital energy**: 0.4 eV
**Structure (SMILES)**: CCCCOC(=O)O.c1ccccc1.c1ccccc1.c1ccccc1.c1ccccc1.c1ccccc1.c1ccccc1.c1ccccc1.c1ccccc1
**Total energy**: -62042.5331 eV
**Frontier orbital gap**: 9.5700 eV

=====

(2)
Formula: C9H10O4
Source: OMol25
Level of theory: ωB97M-V/def2-TZVPD

Positions of all 23 atoms, in Å:
C  3.335  -0.478  0.507
C  2.438  -1.044  -0.630
C  0.091  -0.492  -0.167
C  0.276  0.866  -0.361
C  -0.847  1.671  -0.665
C  -2.123  1.193  -0.530
C  -2.259  -0.122  -0.115
C  -1.209  -1.021  -0.034
C  -3.612  -0.601  0.288
H  3.337  1.018  1.724
H  3.573  -1.206  1.257
H  4.330  -0.166  0.061
H  2.308  -0.266  -1.407
H  2.856  -1.915  -1.095
H  1.216  1.345  -0.317
H  -0.748  2.751  -0.909
H  -3.037  1.792  -0.768
H  -1.369  -2.060  0.152
H  -4.031  1.056  0.998
O  2.698  0.634  1.142
O  1.120  -1.428  -0.121
O  -4.369  0.147  1.105
O  -3.972  -1.677  -0.115

## Properties
**HOMO**: -8.92 eV
**Relative energy (zero: lowest compared OMol25 entry of this formula, charge and spin)**: 1.434 eV
**Lowest unoccupied orbital energy**: 0.6 eV
**Structure (SMILES)**: O=C(O)c1cccc(OCCO)c1
**Total energy**: -17684.2793 eV
**Frontier orbital gap**: 9.4856 eV

=====

(3)
Formula: C5H13O2
Source: OMol25
Level of theory: ωB97M-V/def2-TZVPD

Positions of all 20 atoms, in Å:
C  -1.580  0.941  -0.399
O  -1.785  0.645  0.910
C  -0.584  -0.136  -1.072
C  0.705  -0.336  -0.208
C  0.431  -1.520  0.800
C  1.890  -0.328  -1.158
H  -1.288  1.940  -0.829
H  -2.560  0.827  -0.890
H  -1.096  -1.138  -1.204
H  -0.303  0.214  -2.095
H  1.085  0.537  0.419
H  0.865  -1.703  1.825
H  0.645  -2.469  0.136
H  -0.643  -1.467  1.026
H  1.845  -1.160  -1.826
H  1.828  0.613  -1.764
H  2.822  -0.514  -0.600
H  -0.937  2.075  2.965
H  -1.025  1.185  1.673
O  -0.316  1.793  2.291

## Properties
**HOMO**: -3.52 eV
**Relative energy (zero: lowest compared OMol25 entry of this formula, charge and spin)**: 1.402 eV
**Lowest unoccupied orbital energy**: 4.0 eV
**Total energy**: -9489.9262 eV
**Total charge**: -1
**Frontier orbital gap**: 7.5113 eV

=====

(4)
Formula: C5H8INO2
Source: OMol25
Level of theory: ωB97M-V/def2-TZVPD

Positions of all 17 atoms, in Å:
C  -1.488  -0.235  -1.609
C  2.416  -2.018  1.270
C  1.737  -0.824  1.179
C  -0.337  2.133  0.070
C  -1.838  0.209  -0.291
N  -1.336  1.303  0.320
O  -0.497  0.429  -2.241
O  -2.049  -1.171  -2.162
I  -3.615  -0.444  0.682
H  3.252  -2.100  1.978
H  2.211  -2.836  0.508
H  1.014  -0.772  0.407
H  2.074  -0.021  1.858
H  0.046  2.908  0.682
H  0.450  1.842  -0.618
H  -1.857  1.507  1.074
H  -0.182  0.090  -3.109

## Properties
**HOMO (alpha / beta)**: -7.79 / -7.79 eV
**Relative energy (zero: lowest compared OMol25 entry of this formula, charge and spin)**: 2.784 eV
**Lowest unoccupied orbital energy (alpha / beta)**: 0.0 / 0.0 eV
**Total energy**: -18997.0812 eV
**Frontier orbital gap (alpha / beta)**: 7.7733 / 7.7721 eV